1.
{
  "formula": "C28H66O7Si2",
  "method": "the ωB97M-V functional and the def2-TZVPD basis",
  "symbols": ["C", "C", "C", "C", "C", "C", "C", "C", "C", "C", "C", "C", "C", "Si", "O", "Si", "C", "C", "C", "H", "H", "H", "H", "H", "H", "H", "H", "H", "H", "H", "H", "H", "H", "H", "H", "H", "H", "H", "H", "H", "H", "H", "H", "H", "H", "H", "H", "H", "H", "H", "H", "H", "H", "H", "H", "H", "H", "C", "O", "C", "C", "O", "C", "C", "O", "C", "H", "H", "H", "H", "H", "H", "H", "H", "H", "H", "H", "H", "H", "H", "C", "O", "C", "C", "O", "C", "C", "O", "C", "H", "H", "H", "H", "H", "H", "H", "H", "H", "H", "H", "H", "H", "H"],
  "coordinates": [[1.6369, 1.6311, 1.6751], [1.8381, 1.7178, 0.1660], [2.2203, 0.3960, -0.4910], [2.0939, 0.5359, -2.0083], [1.9677, -0.7820, -2.7610], [0.6287, -1.5330, -2.6980], [-0.4647, -0.9801, -3.6210], [-1.4150, 0.0939, -3.0761], [-2.6755, -0.4642, -2.3772], [-2.8893, -0.0155, -0.9207], [-1.8878, -0.7020, 0.0008], [-2.3465, -0.8236, 1.4503], [-3.2615, -2.0578, 1.6209], [-2.3411, -3.6088, 2.0794], [-1.8978, -3.5479, 3.6932], [-0.7908, -4.7209, 4.1468], [-0.6386, -4.8378, 6.0193], [0.6101, -4.1245, 6.5708], [1.8881, -4.8705, 6.2053], [1.8438, 2.5964, 2.1266], [0.6137, 1.4043, 1.9291], [2.2848, 0.9033, 2.1540], [0.8966, 2.0430, -0.2721], [2.5675, 2.4838, -0.0734], [3.2536, 0.2093, -0.2221], [1.6397, -0.4275, -0.0868], [1.3201, 1.2517, -2.2533], [3.0247, 0.9908, -2.3403], [2.2177, -0.6282, -3.8086], [2.7284, -1.4414, -2.3516], [0.3142, -1.6409, -1.6660], [0.8462, -2.5394, -3.0449], [-1.0853, -1.8032, -3.9516], [0.0603, -0.5640, -4.4749], [-0.9313, 0.8329, -2.4479], [-1.7807, 0.6373, -3.9427], [-3.5616, -0.1397, -2.9159], [-2.6714, -1.5505, -2.4006], [-3.9213, -0.1774, -0.6277], [-2.6699, 1.0495, -0.9223], [-1.7377, -1.7115, -0.3746], [-0.9354, -0.2008, -0.1028], [-2.8549, 0.0811, 1.7657], [-1.4581, -0.9715, 2.0551], [-3.8156, -2.2246, 0.6998], [-3.9853, -1.8566, 2.4075], [-1.1655, -3.8720, 1.2209], [-3.2585, -4.7633, 1.9216], [0.5340, -4.3567, 3.6012], [-1.2184, -6.0177, 3.5731], [-0.5364, -5.8948, 6.2503], [-1.5489, -4.5033, 6.5071], [0.6566, -3.0994, 6.2184], [0.5327, -4.1275, 7.6522], [1.7247, -5.9389, 6.2789], [2.2183, -4.6337, 5.2023], [2.6893, -4.6255, 6.8905], [-9.1178, 4.3511, -5.4289], [-8.2882, 3.7805, -4.4402], [-8.4371, 2.3804, -4.2804], [-7.1065, 1.6637, -4.1955], [-6.3420, 1.6453, -5.3877], [-5.7363, 2.8423, -5.8473], [-4.5920, 3.3609, -5.0034], [-5.0294, 3.8596, -3.7512], [-4.2323, 3.4652, -2.6566], [-10.1266, 4.5312, -5.0428], [-8.6772, 5.3056, -5.7160], [-9.1723, 3.7202, -6.3217], [-9.0218, 1.9539, -5.1024], [-8.9830, 2.1991, -3.3457], [-7.3296, 0.6129, -3.9919], [-6.5189, 2.0249, -3.3494], [-6.4787, 3.6225, -6.0239], [-5.3149, 2.5800, -6.8211], [-4.1146, 4.1849, -5.5497], [-3.8518, 2.5639, -4.8724], [-3.9262, 2.4168, -2.7419], [-4.8324, 3.5692, -1.7526], [-3.3460, 4.1028, -2.5664], [4.9683, -0.9211, 3.8954], [5.9268, -0.7787, 2.8688], [5.4575, -0.0982, 1.7178], [6.4347, 0.9486, 1.2274], [6.6017, 2.0750, 2.0691], [7.2840, 1.9292, 3.3035], [8.7710, 1.6635, 3.2037], [9.0546, 0.3709, 2.6974], [10.0896, 0.3287, 1.7394], [4.3016, -1.7683, 3.6990], [5.5070, -1.1072, 4.8244], [4.3765, -0.0087, 4.0229], [4.4911, 0.3799, 1.9104], [5.3153, -0.8423, 0.9231], [6.0224, 1.3511, 0.2975], [7.3945, 0.4980, 0.9681], [6.7961, 1.1916, 3.9428], [7.1711, 2.8985, 3.7957], [9.1938, 1.7333, 4.2145], [9.2355, 2.4385, 2.5849], [10.0299, 1.1719, 1.0439], [9.9734, -0.5924, 1.1686], [11.0728, 0.3213, 2.2219]],
  "mulliken_charge": [-1.2563, -0.7173, -0.0429, -0.9133, -1.1667, -0.2549, -1.2279, 0.0298, -1.0836, -0.8383, 0.5651, -0.9762, -0.8810, 0.3083, -0.0662, 0.3739, -0.8232, -0.3614, -1.1116, 0.3531, 0.3294, 0.1466, 0.4538, 0.5023, 0.0492, 0.3584, 0.5239, 0.4379, 0.3959, 0.3908, -0.0201, 0.3846, 0.5167, 0.4566, 0.1692, 0.1550, 0.2533, 0.6631, 0.4305, 0.4491, 0.3137, -0.5490, 0.3365, 0.4309, 0.4232, 0.4498, -0.1412, -0.2040, -0.1801, -0.1699, 0.3622, 0.3889, 0.2721, 0.3232, 0.3118, 0.2772, 0.3511, -0.8039, -0.2977, -0.6372, -0.1149, -0.4607, -0.3792, -0.1298, -0.3455, -0.5028, 0.3135, 0.2375, 0.3740, 0.3489, 0.3649, 0.4013, 0.0398, 0.1252, 0.4175, 0.3980, -0.0188, -0.0062, 0.3088, 0.3812, -0.7849, -0.3394, 0.2215, -0.3624, -0.4580, -0.2872, -0.5275, -0.3027, -0.7888, 0.3430, 0.2588, 0.3250, -0.3161, 0.3958, 0.4382, 0.0918, 0.0795, 0.4078, 0.3890, 0.3382, 0.3670, 0.2335, 0.3122],
  "total_energy_ha": -2212.03635,
  "e_lumo_ev": 0.7,
  "max_force_ha_per_bohr": 0.0242
}

=====

2.
{
  "formula": "C28H67BN5O17",
  "method": "the ωB97M-V functional and the def2-TZVPD basis",
  "symbols": ["O", "C", "O", "B", "O", "C", "O", "O", "C", "O", "C", "O", "O", "C", "C", "C", "O", "C", "N", "H", "H", "H", "H", "H", "H", "H", "H", "H", "H", "H", "C", "C", "C", "O", "C", "N", "H", "H", "H", "H", "H", "H", "H", "H", "H", "H", "H", "C", "C", "C", "O", "C", "N", "H", "H", "H", "H", "H", "H", "H", "H", "H", "H", "H", "C", "C", "C", "O", "C", "N", "H", "H", "H", "H", "H", "H", "H", "H", "H", "H", "H", "C", "C", "C", "O", "C", "N", "H", "H", "H", "H", "H", "H", "H", "H", "H", "H", "H", "C", "C", "O", "O", "H", "H", "H", "H", "H", "H", "C", "C", "O", "O", "H", "H", "H", "H", "H", "H"],
  "coordinates": [[0.8752, -0.5598, -4.1987], [1.5063, -0.4919, -3.1414], [1.5421, 0.6351, -2.2955], [2.4517, 0.3781, -1.1813], [2.8091, -1.0716, -1.2969], [2.3456, -1.6235, -2.4403], [2.5127, -2.7378, -2.7911], [1.8716, 0.6274, 0.1261], [2.3838, 1.7361, 0.6993], [1.9936, 2.2962, 1.7381], [3.5347, 2.1875, -0.1114], [3.6175, 1.3292, -1.1365], [4.3140, 3.1794, 0.0110], [-1.9954, -6.8349, 1.4068], [-0.7871, -6.0019, 1.5133], [-0.1948, -5.7660, 0.0970], [1.1773, -5.9289, 0.1346], [1.8884, -5.7562, -1.0343], [-1.2346, -4.8056, 2.1457], [-2.9469, -6.4757, 1.0147], [-2.2679, -7.1845, 2.4026], [-1.8420, -7.7756, 0.8780], [0.0378, -6.4746, 2.0463], [-0.4030, -4.7952, -0.3528], [-0.4059, -6.5802, -0.5963], [2.8644, -5.3543, -0.7624], [1.4317, -4.9062, -1.5413], [1.7978, -6.6268, -1.6840], [-1.4477, -5.0092, 3.1117], [-0.4121, -4.2381, 2.2922], [-1.9917, 2.2346, -4.8638], [-2.5989, 1.3911, -3.7977], [-4.1176, 0.9710, -3.8770], [-4.7861, 2.1153, -4.3984], [-6.1783, 1.9182, -4.4411], [-1.7542, 0.2017, -3.5742], [-1.9954, 1.6667, -5.7941], [-0.9116, 2.1835, -4.7269], [-2.4245, 3.2041, -5.1107], [-2.6575, 2.0350, -2.9202], [-4.3485, 0.7427, -2.8365], [-4.2588, 0.1158, -4.5379], [-6.4444, 1.1321, -5.1478], [-6.7156, 2.7566, -4.8844], [-6.4977, 1.6634, -3.4306], [-1.6324, -0.3680, -4.3993], [-0.8265, 0.5596, -3.3973], [-0.4061, 2.2621, 4.6592], [0.8113, 1.6766, 5.4495], [0.9036, 1.9679, 6.9720], [1.5900, 0.8702, 7.6250], [1.6296, 0.9885, 9.0548], [0.6645, 0.2815, 5.1036], [-0.4804, 3.3041, 4.9702], [-1.3306, 1.6849, 4.6452], [-0.1553, 2.2812, 3.5986], [1.7276, 2.1066, 5.0450], [-0.1488, 2.0336, 7.2482], [1.4082, 2.9242, 7.1095], [1.9634, 0.0082, 9.3950], [0.6799, 1.3336, 9.4634], [2.3125, 1.8141, 9.2550], [1.0983, -0.3146, 5.7940], [0.9514, 0.0047, 4.1756], [1.7660, 5.8470, 1.6717], [1.6417, 6.1904, 3.1394], [0.1964, 6.1903, 3.6588], [-0.5814, 7.2743, 3.0998], [-0.4648, 8.5423, 3.7770], [2.3348, 5.0349, 3.8276], [2.8010, 6.0127, 1.3728], [1.1580, 6.5307, 1.0792], [1.4096, 4.8393, 1.4580], [2.1801, 7.1012, 3.4015], [0.0651, 6.1467, 4.7400], [-0.3818, 5.2865, 3.4666], [0.5106, 8.9459, 3.5052], [-0.3425, 8.4502, 4.8562], [-1.2965, 9.1929, 3.5066], [1.7694, 4.5318, 4.4964], [2.5271, 4.3533, 3.1075], [2.4350, -1.9860, -7.6737], [1.1021, -2.5248, -7.2969], [1.1174, -3.6589, -6.3033], [-0.2921, -4.0532, -6.2847], [-0.9645, -3.9405, -5.0252], [0.3163, -1.3021, -6.9367], [3.1413, -1.7699, -6.8722], [2.4774, -1.1796, -8.4058], [2.8673, -2.6123, -8.4541], [0.6456, -2.8204, -8.2415], [1.6731, -3.4690, -5.3851], [1.4921, -4.5529, -6.8018], [-0.3294, -4.1464, -4.1636], [-1.7690, -4.6643, -5.1558], [-1.3201, -2.9127, -4.9520], [-0.6641, -1.5209, -7.0420], [0.5237, -1.0145, -5.9910], [1.9809, -2.5214, 2.1483], [0.5785, -1.8449, 2.0790], [-0.2268, -2.1406, 3.2098], [2.1576, -3.9618, 2.0809], [2.3601, -2.1447, 3.0983], [2.6264, -1.9299, 1.4991], [0.0269, -2.2698, 1.2403], [0.6452, -0.7728, 1.8938], [-0.8493, -1.4400, 3.4178], [1.4715, -4.4201, 1.5901], [-1.5753, 0.1298, -0.2798], [-1.7251, 0.6717, 1.1953], [-2.1927, 1.9837, 1.0906], [-2.8226, 0.3084, -0.9259], [-1.5728, -0.9450, -0.0986], [-0.7247, 0.6104, -0.7631], [-0.8287, 1.0221, 1.7071], [-2.1755, -0.0650, 1.8605], [-2.3949, 2.0492, 0.1544], [-2.6008, 0.2174, -1.8555]],
  "mulliken_spin": [-0.0138, -0.0114, 0.0713, -0.0656, 0.0036, -0.0022, -0.0007, 0.0615, 0.3590, 0.1865, 0.1864, 0.0536, 0.1749, 0.0000, -0.0001, 0.0002, 0.0000, 0.0003, 0.0000, 0.0000, 0.0000, 0.0000, 0.0000, -0.0001, 0.0000, 0.0000, -0.0001, 0.0000, 0.0000, 0.0000, 0.0000, -0.0003, 0.0000, 0.0000, 0.0000, -0.0008, 0.0000, 0.0001, 0.0000, 0.0001, 0.0000, 0.0000, 0.0000, 0.0000, 0.0000, 0.0001, -0.0010, -0.0118, 0.0002, 0.0009, -0.0007, 0.0000, -0.0034, 0.0003, -0.0004, 0.0116, 0.0057, 0.0001, 0.0000, 0.0000, 0.0000, 0.0000, 0.0001, -0.0023, 0.0014, 0.0021, -0.0013, -0.0001, 0.0000, -0.0003, -0.0011, -0.0008, 0.0016, 0.0000, 0.0001, 0.0019, 0.0000, 0.0000, 0.0000, -0.0003, -0.0010, 0.0000, 0.0001, 0.0000, 0.0000, 0.0001, 0.0001, 0.0000, 0.0000, 0.0000, 0.0000, 0.0000, 0.0000, 0.0000, 0.0000, -0.0002, 0.0000, -0.0002, 0.0020, 0.0071, -0.0001, 0.0004, -0.0012, -0.0037, 0.0003, -0.0115, 0.0001, -0.0001, 0.0026, 0.0088, 0.0009, 0.0000, 0.0013, -0.0039, -0.0065, -0.0002, -0.0002, -0.0001],
  "multiplicity": 2,
  "total_energy_ha": -2684.72988,
  "total_charge": -2,
  "e_lumo_ev": [3.9, 3.9],
  "max_force_ha_per_bohr": 0.0909
}

=====

> What is the formula in the first record?

C28H66O7Si2